78
Properties=species:S:1:pos:R:3:forces:R:3:mulliken_spin:R:1 method="wB97M-V/def2-TZVPD" s_squared=6.062 charge=+4 spin_multiplicity=5 e_tot_ev=-134139.0801
N 5.9346 0.8099 2.4268 0.2 0.2 0.5 0.0925
C 5.6545 -0.3994 1.9560 -0.8 -0.3 -0.8 -0.0234
C 4.6703 -0.5926 0.9806 0.7 0.3 -0.5 0.0448
C 3.9795 0.5395 0.4581 0.2 0.2 0.4 0.0450
C 4.2910 1.8239 1.0058 0.3 -0.7 -0.2 0.0623
C 5.2790 1.8817 2.0008 -0.6 0.8 -0.6 -0.0257
C 3.0198 0.3538 -0.5780 -0.9 0.0 0.5 0.0423
Ru -0.0579 -0.0593 -0.4002 2.9 -0.7 -0.5 2.2039
P -2.0493 -0.9156 -0.9244 -2.8 -0.5 0.3 0.0267
C 2.0086 1.2851 -0.9181 0.8 1.1 -1.7 0.0738
C 1.3664 1.2890 -2.2365 1.7 -0.4 1.2 0.1513
C 0.6408 2.4165 -2.6930 -1.4 0.3 -0.6 0.1049
C -0.3778 2.2000 -3.6118 0.9 0.5 0.8 -0.0251
C -0.5350 0.8932 -4.0840 -2.6 -0.1 -1.8 0.1983
C 0.4426 -0.0895 -3.9781 1.5 -0.8 0.7 0.0484
C 1.5006 0.1418 -3.0742 -1.5 -0.8 -1.0 0.1101
Br -2.2560 0.5097 -4.9874 2.3 1.2 -0.1 0.1147
H 2.9895 -0.6230 -1.0798 0.3 0.4 0.2 -0.0023
H 2.0001 2.2694 -0.4345 0.0 -0.5 0.0 -0.0035
H 4.5304 -1.5674 0.5057 0.1 0.5 0.3 -0.0025
H 3.8587 2.7306 0.5797 0.2 -0.2 0.3 -0.0003
H 6.2316 -1.2426 2.3272 0.1 0.2 0.1 0.0001
H 5.5440 2.8654 2.4240 0.1 -0.7 -0.1 0.0001
H 0.8517 3.4058 -2.2902 -0.2 -0.2 0.1 0.0067
H 2.3865 -0.5098 -3.0056 -0.8 0.1 0.0 -0.0122
H -1.0803 2.9606 -3.9271 0.2 0.2 0.0 0.0012
H 0.3573 -1.0080 -4.5698 0.2 0.4 0.2 0.0008
P -0.3528 0.8134 1.6588 -1.2 1.8 3.0 -0.0258
C -1.5365 -2.2526 -2.0646 0.3 -0.1 0.0 0.0248
C -2.3865 -2.3674 -3.3186 -0.1 0.2 -0.6 0.0015
H -1.5538 -3.1807 -1.4678 0.0 0.3 0.0 0.0032
H -0.4840 -2.0840 -2.3569 -0.3 -0.1 0.2 -0.0198
H -1.9471 -3.1272 -3.9796 -0.2 0.1 0.2 0.0001
H -3.4323 -2.6229 -3.1176 0.3 0.0 0.0 -0.0006
H -2.3585 -1.4110 -3.8630 -0.2 -1.0 0.4 0.0036
C -2.8451 0.5595 -1.6521 0.7 0.5 -0.7 0.0845
C -4.3070 0.4810 -2.1224 -0.1 -0.1 0.0 0.0338
H -2.2042 0.7767 -2.5207 -0.4 0.1 0.5 0.0129
H -2.7105 1.4211 -0.9678 -0.1 -0.6 -0.2 -0.0056
H -4.4812 1.3680 -2.7416 -0.1 -0.1 0.1 0.0030
H -4.5089 -0.4001 -2.7385 0.1 0.2 0.1 0.0010
H -5.0134 0.5050 -1.2861 0.1 0.0 -0.2 0.0004
C -3.3274 -1.5716 0.1895 0.4 0.1 0.6 0.0010
C -4.3866 -2.4369 -0.4985 -0.1 -0.1 -0.2 0.0032
H -3.7784 -0.6717 0.6449 0.1 -0.4 -0.1 0.0004
H -2.8405 -2.1398 0.9953 -0.2 0.1 -0.3 -0.0042
H -5.1068 -2.7278 0.2728 0.1 -0.1 -0.2 0.0007
H -4.9204 -1.8880 -1.2806 0.1 -0.2 0.3 -0.0001
H -3.9499 -3.3439 -0.9340 -0.2 0.2 0.2 -0.0003
C -0.8263 -0.1565 3.1823 0.4 -0.4 -0.1 0.0253
C -2.2265 -0.7606 3.2088 -0.2 -0.2 0.1 0.0027
H -0.6783 0.5079 4.0593 0.0 0.0 -0.7 0.0002
H -0.0636 -0.9593 3.2858 -0.6 0.6 0.0 -0.0043
H -2.5707 -0.8134 4.2513 0.0 0.0 -0.4 0.0014
H -2.9487 -0.1633 2.6379 0.1 -0.2 0.3 0.0008
H -2.2201 -1.7870 2.8224 0.0 0.3 0.1 -0.0001
C -1.6901 2.0732 1.4478 -0.2 -0.2 0.2 0.0545
C -1.2631 3.2625 0.5819 -0.1 0.1 0.0 0.0457
H -2.0471 2.4112 2.4386 0.3 -0.2 -0.3 0.0037
H -2.5345 1.5307 0.9827 0.3 0.3 0.3 -0.0083
H -2.1475 3.8678 0.3337 0.4 -0.1 0.1 0.0005
H -0.5464 3.9026 1.1126 -0.2 -0.1 -0.2 0.0044
H -0.8115 2.9276 -0.3647 -0.1 0.1 0.1 0.0111
C 1.1311 1.7174 2.3232 0.3 0.4 -0.5 0.0128
C 2.0785 0.9106 3.2291 0.0 -0.1 -0.3 -0.0065
H 0.7863 2.6391 2.8397 -0.2 -0.6 -0.2 0.0005
H 1.6919 2.0695 1.4429 -0.2 0.0 0.5 -0.0074
H 2.9029 1.5494 3.5576 -0.2 0.0 0.0 0.0016
H 1.5776 0.5163 4.1196 0.2 0.1 -0.2 0.0006
H 2.5269 0.0839 2.6575 -0.2 0.4 0.4 0.0088
N 2.6132 -2.9074 0.3455 -0.4 -0.3 0.5 0.0368
C 1.7795 -2.4000 1.2727 1.3 -0.4 0.4 0.0560
N 2.2223 -2.1164 2.5024 -1.0 -0.6 -1.0 0.0308
S 0.1334 -2.1096 0.8334 0.0 -0.5 -0.1 0.3795
H 3.4654 -3.3706 0.6685 -0.3 0.0 -0.3 -0.0002
H 2.1932 -3.2912 -0.5028 0.3 0.1 0.4 -0.0019
H 1.5368 -1.9390 3.2377 0.5 0.0 -0.3 0.0007
H 3.1861 -2.2634 2.7695 0.0 -0.2 0.1 0.0002